Entry 1:
96
Properties=species:S:1:pos:R:3:mulliken_charge:R:1 method="wB97M-V/def2-TZVPD" homo_ev="-12.1 / -11.4" multiplicity=1 lumo_ev="-6.50 / -7.03" charge=+2 gap_ev="5.55 / 4.40"
Os 0.112 -0.411 0.218 -0.27
C -0.008 -2.339 2.561 -1.38
N -0.376 -0.947 2.203 0.26
C -0.933 -0.305 3.177 -0.01
C -1.445 1.037 3.279 -1.45
C -2.101 1.499 4.410 -0.38
C -2.457 2.840 4.194 -1.58
C -2.003 3.169 2.937 -0.90
N -1.389 2.085 2.377 2.54
C 1.450 -2.587 2.263 0.38
C 2.430 -1.985 3.026 -0.49
C 3.766 -2.196 2.729 -0.74
C 4.197 -2.989 1.641 -1.09
C 3.268 -3.645 0.907 -0.64
C 1.826 -3.554 1.201 1.57
H -0.617 -3.018 1.968 0.04
H -0.204 -2.526 3.620 0.87
H -1.091 -0.845 4.109 0.39
H -2.301 0.909 5.291 0.61
H -2.985 3.492 4.870 0.55
H -2.077 4.100 2.397 0.39
H 2.156 -1.346 3.855 0.61
H 4.517 -1.725 3.353 0.46
H 5.251 -3.079 1.422 0.49
H 3.565 -4.296 0.096 0.40
H 1.569 -4.554 1.620 0.64
F -1.704 -8.920 -1.796 -0.25
C -1.592 -7.887 -2.647 0.84
F -0.856 -8.311 -3.687 -0.26
F -2.819 -7.607 -3.104 -0.27
C -0.953 -6.699 -1.977 0.24
C 0.390 -6.768 -1.632 -1.32
C 0.992 -5.699 -0.992 -0.23
C 0.263 -4.550 -0.684 0.35
C -1.087 -4.500 -1.034 -0.23
C -1.692 -5.565 -1.681 -1.05
C 0.881 -3.400 0.005 0.86
C 0.477 -2.137 -0.090 -0.53
H 0.964 -7.653 -1.873 0.43
H 2.046 -5.764 -0.752 0.31
H -1.663 -3.615 -0.791 0.52
H -2.740 -5.521 -1.942 0.47
C 2.322 0.412 -5.768 -1.54
C 1.748 0.282 -4.392 0.92
C 0.786 -0.676 -4.087 -0.99
C 0.285 -0.779 -2.806 -0.10
N 0.680 0.019 -1.797 0.13
C 1.592 0.955 -2.094 0.03
C 2.139 1.119 -3.349 -0.93
H 2.407 -0.562 -6.249 0.41
H 3.305 0.880 -5.746 0.39
H 1.672 1.028 -6.392 0.30
H 0.428 -1.361 -4.845 0.49
H -0.451 -1.528 -2.554 0.55
H 1.901 1.579 -1.267 -0.27
H 2.881 1.891 -3.511 0.47
C -1.247 3.501 -2.457 -0.78
Si -0.538 4.126 -0.865 0.52
C 1.200 4.661 -1.233 -0.97
C -1.493 5.518 -0.101 -1.17
As -0.533 1.967 0.696 -0.39
Si -2.954 1.278 -0.165 0.07
C -2.834 0.366 -1.772 -0.35
C -3.476 0.105 1.166 -0.73
C -4.018 2.798 -0.156 -0.99
Si 1.539 2.870 1.914 0.23
C 1.530 1.814 3.434 -0.41
C 3.046 2.460 0.910 -1.04
C 1.276 4.652 2.376 -1.01
H -0.968 4.268 -3.188 0.51
H -2.330 3.420 -2.457 0.28
H -0.810 2.561 -2.791 0.05
H 1.033 5.468 -1.958 0.51
H 1.805 3.907 -1.730 0.13
H 1.756 5.082 -0.403 0.25
H -1.452 6.316 -0.852 0.45
H -1.041 5.910 0.807 0.37
H -2.541 5.304 0.083 0.39
H -2.196 -0.505 -1.622 -0.34
H -2.478 0.926 -2.631 0.33
H -3.846 0.015 -2.002 0.56
H -2.750 -0.698 1.288 0.03
H -4.417 -0.330 0.810 0.56
H -3.665 0.580 2.129 0.25
H -4.103 3.273 -1.131 0.34
H -3.717 3.538 0.583 0.27
H -5.013 2.452 0.141 0.46
H 1.478 0.760 3.164 -0.51
H 0.720 2.051 4.123 0.29
H 2.481 2.000 3.944 0.64
H 3.024 1.398 0.654 0.25
H 3.917 2.641 1.548 0.51
H 3.189 3.045 0.007 0.35
H 0.224 4.916 2.475 0.24
H 1.756 5.359 1.703 0.39
H 1.722 4.783 3.366 0.48

***

Entry 2:
101
Properties=species:S:1:pos:R:3:mulliken_charge:R:1 method="wB97M-V/def2-TZVPD" homo_ev=-2.0 multiplicity=1 lumo_ev=1.61 charge=-1 gap_ev=3.64
Be -0.389 -0.920 0.052 -0.95
C -2.360 0.638 4.085 -0.92
N -1.047 0.155 3.688 0.61
C -0.002 1.190 3.648 -1.10
P -0.783 -1.180 2.800 -0.70
O 0.152 -0.991 1.660 0.76
O -2.267 -1.599 2.279 -0.31
P -2.561 -2.272 0.823 -0.09
O -1.283 -2.376 0.067 -1.04
N -3.156 -3.767 1.059 0.82
C -4.509 -3.983 1.541 -1.11
C -2.475 -4.950 0.538 -0.88
N -3.743 -1.305 0.243 0.50
C -3.877 -1.434 -1.225 -0.89
C -3.867 0.085 0.703 -0.54
N -0.256 -2.380 3.779 0.37
C 0.145 -3.634 3.140 -0.90
C -0.820 -2.546 5.109 -1.12
H -2.284 1.099 5.072 0.38
H -3.074 -0.181 4.142 0.30
H -2.735 1.388 3.383 0.22
H 0.065 1.661 4.629 0.40
H -0.222 1.945 2.890 0.39
H 0.960 0.750 3.402 0.25
H -4.928 -3.057 1.929 0.27
H -4.504 -4.729 2.339 0.36
H -5.159 -4.341 0.736 0.33
H -1.464 -4.698 0.226 0.14
H -3.020 -5.355 -0.319 0.30
H -2.429 -5.718 1.314 0.29
H -3.794 -2.484 -1.513 0.29
H -3.082 -0.866 -1.722 0.22
H -4.864 -1.073 -1.514 0.43
H -3.998 0.109 1.782 0.10
H -4.758 0.509 0.241 0.47
H -3.003 0.692 0.414 0.14
H 0.527 -3.459 2.135 0.07
H -0.699 -4.331 3.078 0.24
H 0.937 -4.101 3.729 0.38
H -1.035 -1.575 5.551 0.32
H -0.093 -3.059 5.739 0.38
H -1.739 -3.144 5.090 0.28
Cl 0.889 -0.860 -1.492 -0.31
C 1.393 -0.517 -5.284 -0.43
Cl 1.619 2.362 -5.234 0.57
H 0.767 -0.278 -4.416 0.03
H 1.439 -1.551 -5.620 0.34
C -0.822 0.315 -0.967 0.72
Ge -0.149 2.086 -1.203 1.72
C 0.912 2.711 0.369 -0.34
C 0.612 3.810 1.174 -0.19
C 1.400 4.148 2.271 -0.60
C 2.515 3.388 2.589 -0.70
C 2.828 2.281 1.807 -0.70
C 2.031 1.945 0.722 0.19
C -1.750 3.254 -1.316 -0.46
C -3.016 2.712 -1.539 -0.24
C -4.138 3.519 -1.688 -0.67
C -4.011 4.900 -1.631 -0.41
C -2.753 5.462 -1.456 -0.77
C -1.639 4.646 -1.310 -0.32
C 0.929 2.414 -2.757 0.95
C 0.416 2.189 -4.073 -1.55
C 2.025 0.470 -5.874 -0.45
C 1.449 3.185 -6.523 -0.84
C 2.894 2.655 -4.054 -1.05
C 2.290 2.553 -2.763 -0.07
H -0.254 4.422 0.949 0.39
H 1.144 5.013 2.873 0.36
H 3.139 3.656 3.434 0.35
H 3.700 1.680 2.043 0.32
H 2.285 1.073 0.126 0.13
H -3.103 1.633 -1.639 0.52
H -5.109 3.072 -1.869 0.39
H -4.881 5.535 -1.753 0.35
H -2.638 6.540 -1.452 0.38
H -0.659 5.103 -1.224 0.50
H -0.556 2.393 -4.495 0.34
H 2.658 0.451 -6.758 0.40
H 1.514 2.571 -7.416 0.12
H 3.715 2.014 -4.351 0.18
H 2.881 2.690 -1.863 0.36
C 3.497 -2.606 1.667 -1.29
N 3.565 -2.557 0.226 0.24
C 2.903 -3.392 -0.609 -0.52
Se 1.902 -4.860 -0.143 -0.30
N 3.125 -2.945 -1.865 0.23
C 3.852 -1.760 -1.842 -0.25
C 4.250 -0.890 -2.840 -0.56
C 4.971 0.225 -2.444 -0.66
C 5.278 0.460 -1.102 -0.57
C 4.869 -0.411 -0.104 -0.67
C 4.146 -1.522 -0.504 1.42
H 3.339 -3.639 1.970 0.40
H 2.669 -1.990 2.027 0.36
H 4.435 -2.239 2.081 0.37
H 2.578 -3.285 -2.639 0.36
H 3.971 -1.041 -3.874 0.31
H 5.274 0.948 -3.189 0.45
H 5.820 1.357 -0.834 0.36
H 5.082 -0.214 0.938 0.31

***

Entry 3:
101
Properties=species:S:1:pos:R:3:mulliken_charge:R:1 method="wB97M-V/def2-TZVPD" homo_ev="-10.5 / -10.6" s_squared=2.0299 multiplicity=3 lumo_ev="-2.97 / -3.18" charge=+1 gap_ev="7.48 / 7.41"
V -0.411 0.052 0.564 -0.79
Cl -3.188 2.526 -0.243 -0.12
C -1.535 3.003 -0.048 1.46
C -0.544 2.039 0.146 -2.09
C 0.751 2.528 0.165 1.56
Cl 1.988 1.310 0.200 -0.13
C 1.096 3.871 0.116 -0.15
Cl 2.740 4.363 0.180 -0.20
C 0.075 4.808 0.002 0.66
Cl 0.437 6.483 -0.032 -0.18
C -1.245 4.367 -0.104 -0.19
Cl -2.509 5.516 -0.293 -0.19
O -6.675 -2.436 0.140 -0.51
C -5.822 -2.864 1.177 -0.58
C -4.439 -2.337 0.936 0.02
C -3.372 -2.730 1.735 -1.02
C -2.142 -2.129 1.563 -0.91
N -1.915 -1.203 0.624 0.81
C -2.898 -0.965 -0.269 0.54
C -4.176 -1.465 -0.112 -0.54
C -2.393 -0.284 -1.463 -0.13
C -3.046 -0.266 -2.685 -0.28
C -2.360 0.158 -3.812 0.30
C -3.029 0.092 -5.164 -0.68
O -4.393 0.444 -5.127 -0.51
C -1.043 0.579 -3.660 -1.44
C -0.474 0.570 -2.404 -0.77
N -1.128 0.142 -1.320 1.31
H -7.589 -2.583 0.396 0.32
H -5.782 -3.958 1.234 0.33
H -6.162 -2.497 2.153 0.34
H -3.499 -3.474 2.510 0.57
H -1.305 -2.396 2.190 0.63
H -4.967 -1.199 -0.799 0.62
H -4.071 -0.602 -2.770 0.62
H -3.005 -0.950 -5.493 0.26
H -2.466 0.684 -5.891 0.37
H -4.481 1.387 -4.955 0.33
H -0.469 0.920 -4.512 0.46
H 0.539 0.921 -2.253 0.49
N 0.646 -0.453 2.107 -0.29
C 1.315 -0.224 3.029 0.19
N 2.072 0.034 4.047 0.27
C 3.536 0.048 3.971 -0.45
C 4.089 -0.635 5.216 -0.68
O 3.574 -0.046 6.392 -0.38
C 2.165 -0.152 6.460 -0.64
C 1.513 0.579 5.296 -0.44
H 3.882 1.085 3.935 0.29
H 3.861 -0.472 3.071 0.36
H 5.170 -0.523 5.259 0.37
H 3.838 -1.705 5.189 0.34
H 1.863 0.292 7.407 0.38
H 1.860 -1.207 6.445 0.32
H 1.749 1.645 5.352 0.27
H 0.434 0.445 5.300 0.34
C 2.700 -5.676 -3.477 -1.70
C 2.442 -4.275 -2.900 2.51
C 3.751 -3.472 -2.951 -2.03
C 1.434 -3.546 -3.804 -1.92
Si 1.815 -4.439 -1.084 -1.07
Br 0.974 -2.293 -0.643 -0.22
C 0.279 -5.580 -0.852 2.72
C -0.685 -5.443 -2.040 -2.08
C 0.740 -7.044 -0.762 -1.72
C -0.520 -5.231 0.412 -1.87
C 3.194 -4.654 0.247 2.71
C 4.059 -3.392 0.394 -1.73
C 4.099 -5.833 -0.148 -1.75
C 2.586 -4.943 1.627 -1.96
H 3.119 -5.584 -4.483 0.54
H 1.780 -6.258 -3.558 0.29
H 3.411 -6.244 -2.872 0.32
H 4.043 -3.332 -3.995 0.62
H 4.570 -3.989 -2.451 0.34
H 3.630 -2.483 -2.505 0.29
H 1.854 -3.478 -4.811 0.54
H 1.245 -2.531 -3.454 0.35
H 0.482 -4.069 -3.878 0.32
H -0.245 -5.802 -2.969 0.37
H -1.007 -4.407 -2.176 0.28
H -1.577 -6.046 -1.846 0.59
H 1.317 -7.345 -1.639 0.32
H -0.134 -7.698 -0.699 0.54
H 1.349 -7.226 0.125 0.31
H -0.905 -4.212 0.365 0.17
H 0.064 -5.341 1.324 0.27
H -1.377 -5.907 0.483 0.58
H 4.577 -3.130 -0.526 0.28
H 4.817 -3.574 1.162 0.56
H 3.460 -2.536 0.708 0.20
H 4.639 -5.637 -1.075 0.31
H 3.533 -6.759 -0.273 0.30
H 4.843 -6.002 0.635 0.55
H 1.902 -4.147 1.935 0.26
H 3.391 -4.997 2.366 0.61
H 2.057 -5.896 1.653 0.33
Cl -1.909 -0.002 3.621 -0.25
C -1.546 0.966 2.152 -1.19
H -1.025 1.844 2.535 0.56
H -2.528 1.270 1.806 0.72